{
  "formula": "C39H37BN7O4SSe2Te2W",
  "method": "ωB97M-V/def2-TZVPD",
  "spin_multiplicity": 3,
  "charge": -1,
  "energy_ev": -218286.5511,
  "elements": ["W", "C", "C", "C", "C", "N", "N", "B", "N", "N", "C", "C", "C", "C", "C", "C", "C", "C", "C", "C", "N", "N", "C", "C", "C", "C", "C", "C", "C", "C", "C", "C", "C", "C", "C", "C", "C", "C", "H", "H", "H", "H", "H", "H", "H", "H", "H", "H", "H", "H", "H", "H", "H", "H", "H", "H", "H", "H", "H", "H", "H", "H", "H", "H", "H", "H", "Se", "Te", "Te", "Se", "C", "C", "C", "C", "C", "C", "C", "S", "O", "O", "N", "C", "C", "O", "O", "H", "H", "H", "H", "H", "H", "H", "H", "H"],
  "positions_angstrom": [[0.5959, 0.0804, -0.5755], [-2.3139, -1.3048, 4.1260], [-2.1167, -0.5097, 2.8429], [-2.9217, 0.4408, 2.2505], [-2.2235, 0.9287, 1.1208], [-1.1284, 0.1854, 0.9979], [-1.0425, -0.6357, 2.0617], [0.3002, -1.1490, 2.5444], [0.8755, -2.3602, 1.8730], [1.3580, -2.2346, 0.6211], [2.1240, -3.3102, 0.4355], [2.1878, -4.0841, 1.6011], [1.3951, -3.4134, 2.5094], [0.9311, -3.7162, 3.9520], [2.7969, -3.5245, -0.8774], [1.9980, -3.6368, -2.0206], [2.6350, -3.7489, -3.2480], [4.0149, -3.8136, -3.3641], [4.8118, -3.7576, -2.2402], [4.1928, -3.5822, -0.9806], [1.2723, 0.0363, 2.4137], [1.7790, 0.4729, 1.2329], [2.7063, 1.3973, 1.5689], [2.8193, 1.4837, 2.9357], [1.8775, 0.6676, 3.4465], [1.3458, 0.4250, 4.8178], [3.5145, 2.1492, 0.6071], [3.7850, 1.6732, -0.6610], [4.5650, 2.4723, -1.5712], [5.0981, 3.6792, -1.1293], [4.9259, 4.0486, 0.2171], [4.0605, 3.3515, 1.0464], [-2.4685, 2.1299, 0.2775], [-2.1003, 3.4360, 0.7014], [-2.1848, 4.5239, -0.1374], [-2.7423, 4.3825, -1.4094], [-3.2169, 3.1212, -1.7898], [-3.1016, 2.0304, -0.9732], [-3.2842, -1.0641, 4.5799], [-2.1752, -2.3730, 3.9547], [-1.5281, -1.0861, 4.8709], [-3.8345, 0.8105, 2.6316], [0.1270, -1.3578, 3.6926], [2.6877, -5.0235, 1.7489], [1.3944, -4.6367, 4.3315], [1.2753, -2.8766, 4.5057], [-0.1486, -3.8107, 3.9820], [0.9279, -3.5586, -1.8889], [1.9742, -3.8109, -4.1460], [4.4786, -3.9142, -4.3314], [5.8926, -3.8178, -2.3506], [4.8236, -3.5201, -0.0643], [3.5421, 2.0809, 3.4986], [1.8837, 1.0571, 5.5099], [0.2789, 0.5567, 4.8708], [1.6223, -0.5956, 5.1368], [3.3729, 0.7208, -0.9639], [4.7320, 2.1186, -2.5967], [5.6544, 4.3116, -1.7686], [5.3721, 4.9838, 0.5084], [3.8160, 3.8429, 2.0045], [-1.6632, 3.5187, 1.6757], [-1.8456, 5.5077, 0.1600], [-2.7496, 5.2614, -2.0213], [-3.6686, 2.9164, -2.7321], [-3.4202, 1.0831, -1.2985], [1.1404, 6.8508, 2.0882], [1.8527, 6.1835, -0.0397], [1.3425, 7.4233, -2.3708], [0.4325, 2.2328, -1.0805], [-7.0247, 0.8125, -2.4554], [-5.8048, -0.0644, -2.2267], [-4.9531, -0.3493, -3.3086], [-3.7973, -1.0874, -3.1854], [-3.3395, -1.4292, -1.9034], [-4.1644, -1.1818, -0.8469], [-5.3651, -0.4822, -0.9847], [-1.7098, -2.2276, -1.7591], [-1.7503, -3.0526, -2.9283], [-1.6215, -2.8410, -0.4901], [-0.4743, -1.1493, -1.8970], [0.0598, -1.0291, -3.2381], [1.5362, -0.8043, -3.0498], [2.3523, -0.7094, -3.9539], [1.9634, -0.6745, -1.8084], [-7.3879, 1.1943, -1.5195], [-7.8662, 0.3047, -2.9940], [-6.7090, 1.7284, -2.9894], [-5.1907, -0.0220, -4.2895], [-3.2116, -1.3894, -4.0387], [-3.8463, -1.5237, 0.1154], [-5.9080, -0.2028, -0.0676], [-0.4574, -0.1897, -3.7330], [-0.0407, -1.9795, -3.7690]],
  "forces_ev_per_angstrom": [[-0.804, -1.265, 1.885], [0.484, 0.535, -0.106], [-0.496, -0.259, 0.385], [0.360, 0.642, -0.275], [-0.501, -0.087, 0.575], [1.675, 0.013, -0.968], [-0.284, -0.614, -0.405], [-0.054, 0.360, 0.388], [0.062, 0.859, 0.069], [-0.480, -0.267, -0.219], [0.580, 0.451, -0.922], [-0.063, -0.044, 0.288], [-0.856, -1.122, 0.812], [1.035, -0.665, -1.807], [0.170, -0.061, 0.294], [1.091, 0.197, 0.295], [-1.513, -0.324, -0.896], [-0.067, -0.089, -0.026], [-0.494, 0.276, 0.947], [0.580, -0.336, 0.098], [0.241, -0.089, 0.411], [0.276, 0.663, 0.211], [0.302, -0.485, -1.507], [1.351, 1.445, 0.924], [-1.934, -1.490, -0.097], [1.633, -0.674, 0.319], [-0.137, -0.011, 0.441], [1.024, 1.068, -1.290], [-0.806, -0.821, 0.776], [-0.504, -1.302, 1.238], [-0.504, 0.124, -1.020], [0.803, 1.085, 0.138], [-0.857, 0.979, -0.541], [0.162, -1.744, 0.152], [-0.528, 0.218, -0.586], [0.165, -0.797, 0.691], [0.122, 0.971, -0.119], [1.160, 0.218, 1.545], [0.235, -0.271, -0.280], [-0.458, -0.003, -0.161], [-0.358, 0.272, -0.309], [-0.733, 0.330, 0.243], [0.198, -0.173, 0.036], [0.123, -0.034, -0.064], [-0.116, 0.283, -0.189], [-0.002, 0.463, 1.007], [-0.090, 0.076, 0.122], [-0.083, -0.150, -0.272], [0.827, 0.091, 0.664], [-0.032, 0.007, -0.214], [-0.198, 0.049, 0.221], [-0.632, 0.032, -0.770], [-0.513, -0.181, -0.372], [-0.188, 0.481, 0.228], [-0.280, 0.151, 0.105], [-0.407, 0.264, -0.109], [0.287, 0.051, -0.194], [-0.167, 0.158, 0.498], [0.514, 0.444, -0.627], [-0.067, 0.172, 0.373], [0.024, -0.717, -0.457], [0.263, 0.251, 0.416], [0.152, -0.103, 0.219], [-0.218, 0.085, -0.546], [-0.259, 0.339, -0.778], [-0.320, -0.881, -0.476], [-0.691, 0.692, 1.179], [0.698, -0.839, -1.819], [-0.166, 0.020, 0.627], [-0.013, -0.146, -0.546], [0.198, -0.018, -0.410], [0.467, 0.518, -0.510], [-0.167, -0.603, 0.258], [0.586, 0.200, 0.694], [0.436, -0.022, -0.866], [-0.042, 0.093, 0.747], [-0.418, -0.058, 0.598], [-0.856, 1.104, -0.749], [0.668, -0.540, -0.671], [-0.030, -0.338, 1.722], [-1.429, -0.175, 0.539], [-0.023, -0.048, 0.206], [2.485, 0.913, -1.872], [-1.367, -0.326, 0.250], [-0.703, 0.469, 0.966], [-0.371, -0.081, 0.585], [0.850, 0.417, 0.365], [-0.246, -0.560, -0.158], [-0.508, 0.291, -0.751], [0.050, 0.205, -0.198], [0.123, 0.051, 0.593], [0.106, -0.309, -0.544], [0.616, -0.294, -0.374], [-0.150, 0.343, -0.274]],
  "lowdin_charge": [1.265, -0.004, -0.241, 0.041, -0.221, 0.004, 0.036, -0.576, 0.018, 0.100, -0.229, 0.038, -0.234, 0.003, -0.169, -0.037, -0.086, -0.097, -0.080, -0.022, 0.043, -0.040, -0.224, 0.033, -0.238, -0.004, -0.217, -0.051, -0.037, -0.078, -0.111, -0.072, -0.213, -0.066, -0.094, -0.057, -0.078, -0.063, 0.085, 0.078, 0.072, 0.103, 0.086, 0.108, 0.083, 0.044, 0.073, 0.102, 0.125, 0.099, 0.099, 0.120, 0.133, 0.082, 0.078, 0.085, 0.070, 0.111, 0.090, 0.098, 0.121, 0.114, 0.104, 0.102, 0.094, 0.062, -0.408, -0.175, -0.281, 0.541, -0.046, -0.267, -0.043, -0.047, -0.257, -0.086, -0.046, 0.571, -0.307, -0.291, -0.351, -0.196, -0.619, 0.081, -0.260, 0.060, 0.093, 0.084, 0.104, 0.111, 0.102, 0.125, 0.136, 0.114]
}

{
  "formula": "C39H37Cl2FeIN2O2PSe",
  "method": "ωB97M-V/def2-TZVPD",
  "spin_multiplicity": 2,
  "charge": 0,
  "energy_ev": -190285.0231,
  "elements": ["Fe", "Cl", "C", "C", "C", "Cl", "C", "O", "C", "C", "O", "C", "H", "H", "H", "I", "C", "C", "C", "C", "C", "C", "C", "C", "C", "P", "C", "C", "C", "C", "C", "C", "C", "C", "C", "C", "C", "C", "C", "H", "H", "H", "H", "H", "H", "H", "H", "H", "H", "H", "H", "H", "H", "H", "H", "C", "C", "C", "C", "C", "H", "H", "H", "H", "H", "H", "H", "H", "H", "H", "C", "N", "C", "C", "N", "C", "C", "Se", "H", "H", "H", "H", "H", "H", "H", "H"],
  "positions_angstrom": [[-0.3609, 0.1251, -0.4829], [-3.5623, 5.3614, 3.4254], [-2.6429, 4.0450, 2.7624], [-1.4865, 3.6140, 3.4378], [-0.7421, 2.5773, 2.9487], [0.6602, 2.0304, 3.8032], [-1.0809, 1.8896, 1.7341], [-0.3694, 0.9250, 1.3346], [-2.2727, 2.3486, 1.0924], [-2.7721, 1.7072, -0.0811], [-2.2335, 0.8043, -0.7330], [-3.0340, 3.4218, 1.6119], [-1.1874, 4.1031, 4.3550], [-3.7534, 2.0553, -0.4217], [-3.9276, 3.7416, 1.0908], [-1.0206, -2.3086, -1.1603], [0.6530, -3.3117, -1.9314], [0.2717, -4.4017, -2.6799], [1.2098, -5.2874, -3.2268], [2.5288, -5.0674, -2.9849], [2.9561, -3.9540, -2.2226], [4.3493, -3.8240, -2.0028], [4.8429, -2.7937, -1.2659], [3.9489, -1.8444, -0.7568], [2.5876, -1.8894, -0.9588], [1.7143, -0.4902, -0.1199], [2.0305, -0.9722, 1.6180], [3.1548, -0.6145, 2.3544], [3.3029, -1.0466, 3.6631], [2.3308, -1.8428, 4.2497], [1.2068, -2.2060, 3.5224], [1.0580, -1.7699, 2.2166], [2.8182, 0.9471, -0.3404], [3.6223, 1.1502, -1.4574], [4.3244, 2.3352, -1.6115], [4.2233, 3.3364, -0.6561], [3.4120, 3.1472, 0.4539], [2.7107, 1.9622, 0.6096], [2.0308, -3.0043, -1.6867], [-0.7795, -4.5915, -2.8474], [0.8756, -6.1334, -3.8113], [3.2846, -5.7431, -3.3649], [5.0048, -4.5749, -2.4250], [5.9028, -2.6942, -1.0751], [4.3657, -1.0305, -0.1786], [3.9178, 0.0187, 1.9177], [4.1790, -0.7527, 4.2274], [2.4452, -2.1722, 5.2741], [0.4336, -2.8135, 3.9754], [0.1607, -2.0292, 1.6685], [3.6928, 0.3846, -2.2210], [4.9435, 2.4809, -2.4874], [4.7712, 4.2613, -0.7793], [3.3195, 3.9249, 1.2012], [2.0723, 1.8242, 1.4724], [-1.3570, 1.4773, -3.7221], [0.0172, 1.6288, -3.0483], [1.0735, 1.7706, -4.1561], [0.0332, 2.8945, -2.1839], [0.2789, 0.4037, -2.2215], [-1.6036, 2.3791, -4.2847], [-2.1392, 1.2985, -2.9872], [-1.3488, 0.6359, -4.4189], [0.8826, 2.6597, -4.7610], [1.0560, 0.9012, -4.8167], [2.0747, 1.8601, -3.7360], [-0.2531, 3.7723, -2.7688], [1.0286, 3.0690, -1.7746], [-0.6583, 2.8120, -1.3456], [0.5505, -0.4350, -2.8849], [-4.6922, -2.6059, 0.1472], [-5.0617, -1.5114, 1.0183], [-6.2548, -0.8248, 0.9665], [-6.2146, 0.1116, 1.9398], [-4.9989, -0.0126, 2.5747], [-4.5598, 0.7930, 3.6971], [-4.2772, -1.0114, 2.0060], [-2.5789, -1.5204, 2.4737], [-5.5304, -3.2950, 0.0569], [-3.8414, -3.1146, 0.5933], [-4.4161, -2.2320, -0.8389], [-7.0189, -1.0641, 0.2498], [-6.9406, 0.8446, 2.2413], [-5.4123, 0.9890, 4.3447], [-4.1299, 1.7325, 3.3523], [-3.7993, 0.2348, 4.2378]],
  "forces_ev_per_angstrom": [[1.566, 0.113, -1.792], [-0.054, 0.063, 0.028], [-0.036, -0.157, -0.252], [0.153, -0.108, 0.020], [-0.115, 0.135, 0.103], [-0.036, 0.025, 0.029], [-0.241, -0.121, 0.178], [0.145, 0.158, 0.021], [-0.047, 0.074, -0.075], [0.108, -0.190, 0.202], [-0.060, 0.211, -0.047], [0.183, 0.017, 0.197], [0.001, -0.002, 0.004], [-0.164, 0.030, -0.094], [-0.026, 0.003, -0.012], [-0.175, -0.188, 0.381], [-0.071, -0.066, -0.238], [0.048, 0.233, 0.115], [0.104, 0.005, 0.022], [-0.042, -0.005, -0.008], [0.158, -0.084, -0.073], [-0.022, 0.101, 0.073], [0.002, -0.175, -0.106], [-0.125, 0.062, 0.024], [0.096, -0.013, -0.052], [-0.262, -0.199, 0.355], [-0.072, -0.086, 0.076], [0.054, -0.007, -0.066], [0.037, 0.008, 0.053], [-0.017, -0.017, 0.018], [0.000, -0.017, 0.049], [0.012, 0.060, 0.017], [0.021, 0.041, 0.014], [-0.088, -0.060, -0.036], [-0.003, 0.071, -0.037], [0.005, 0.008, 0.001], [0.013, 0.038, -0.033], [-0.002, 0.015, -0.017], [-0.045, 0.100, 0.041], [-0.027, 0.027, 0.029], [0.004, -0.012, -0.006], [0.006, 0.001, -0.013], [0.012, -0.009, -0.014], [0.009, -0.010, 0.000], [-0.026, -0.008, 0.002], [-0.008, -0.016, 0.009], [0.003, -0.003, 0.009], [0.001, -0.004, 0.018], [-0.003, -0.003, 0.004], [-0.014, -0.005, -0.031], [0.017, -0.005, 0.009], [0.017, -0.002, -0.005], [0.007, 0.013, -0.001], [0.000, 0.002, 0.007], [-0.022, -0.004, 0.004], [-0.048, -0.236, 0.030], [0.270, 0.488, -0.198], [-0.038, -0.017, 0.023], [-0.048, 0.005, -0.028], [-1.873, -0.560, 1.018], [0.055, 0.066, -0.051], [0.001, 0.016, -0.002], [-0.019, -0.018, -0.006], [-0.016, 0.041, -0.013], [0.003, -0.019, -0.005], [0.067, 0.016, 0.047], [0.017, 0.009, -0.038], [0.086, -0.016, 0.050], [-0.029, -0.006, 0.032], [0.599, 0.122, 0.040], [-0.011, -0.018, -0.028], [0.097, -0.023, 0.067], [-0.133, 0.254, 0.141], [-0.165, -0.106, -0.220], [-0.002, -0.089, -0.030], [0.038, -0.001, 0.058], [0.147, 0.089, 0.087], [0.013, -0.070, -0.027], [0.001, -0.001, -0.015], [0.017, -0.017, -0.007], [0.024, -0.002, -0.023], [-0.022, 0.006, 0.003], [-0.018, 0.001, -0.012], [0.001, 0.018, 0.000], [0.020, 0.018, -0.002], [-0.013, 0.009, 0.005]],
  "lowdin_charge": [-0.051, 0.650, -0.693, -0.118, -0.552, 0.743, -0.381, -0.160, -0.135, -0.173, -0.100, -0.087, 0.107, 0.137, 0.116, 1.310, -0.539, -0.182, -0.077, -0.038, -0.159, -0.029, -0.054, -0.100, -0.228, 1.033, -0.323, -0.096, -0.084, -0.085, -0.074, -0.115, -0.339, -0.107, -0.084, -0.086, -0.069, -0.100, -0.159, 0.075, 0.108, 0.113, 0.114, 0.110, 0.097, 0.102, 0.102, 0.101, 0.103, 0.017, 0.110, 0.104, 0.101, 0.107, 0.061, -0.047, -0.654, -0.059, -0.040, -0.138, 0.085, 0.063, 0.085, 0.083, 0.081, 0.063, 0.086, 0.077, 0.064, 0.041, -0.054, -0.131, -0.052, -0.052, -0.128, -0.025, -0.724, 0.663, 0.095, 0.030, 0.081, 0.120, 0.121, 0.096, 0.076, 0.051]
}

> Which of these has the lowest charge?

C39H37BN7O4SSe2Te2W

> Among the records above, which one has the lowest charge?

C39H37BN7O4SSe2Te2W

> Look up the charge of the second one.

0